No. 1
Formula: C43H51F2FeN5O6Pt
Source: the Open Molecules 2025 dataset
Level of theory: ωB97M-V with the def2-TZVPD basis set

Calculated values
HOMO level (alpha / beta), eV: -1.28 / -5.00
Expectation value of S²: 15.779
2S+1: 8
Max |F|, Eh/bohr: 0.078
Total charge: -1
Orbital gap (alpha / beta), eV: 3.3 / 6.9

```
109
Properties=species:S:1:pos:R:3:lowdin_charge:R:1
Pt -7.19388 7.83647 16.88736 1.179
Fe -4.80967 6.46825 15.07975 0.921
O -6.82847 7.22717 14.69081 -0.488
C -6.95537 7.24098 13.26836 -0.339
C -5.90130 6.45803 12.39788 -0.370
O -4.59178 6.17997 12.90183 -0.395
H -6.94982 8.25702 12.87375 0.074
H -7.95524 6.89244 13.00969 0.088
H -5.81516 6.64826 11.32807 0.090
H -6.37986 5.48174 12.32087 0.065
O -5.38470 6.47902 17.15864 -0.481
C -5.23516 6.50294 18.62360 -0.256
C -5.82449 7.64897 19.61966 -0.339
O -7.03207 8.20626 19.21889 -0.406
H -4.15420 6.49812 18.76361 0.058
H -5.43878 5.53500 19.08157 0.068
H -5.09963 8.45989 19.69114 0.079
H -5.96658 7.28328 20.63661 0.066
N -7.71933 6.38763 23.18587 0.094
C -7.93636 5.85995 21.90024 -0.107
C -7.65616 4.51655 21.56510 -0.068
C -7.03225 3.66670 22.48257 -0.102
C -6.73383 4.12539 23.74857 -0.091
C -7.09285 5.46132 24.04840 -0.130
H -8.37901 6.51194 21.16175 0.074
H -7.94740 4.11266 20.60674 0.076
H -6.79034 2.64137 22.24468 0.097
H -6.22712 3.42745 24.39858 0.093
H -7.04000 5.67445 25.10585 0.090
N -3.85003 8.51917 15.22825 0.007
C -3.10259 8.90141 16.33714 -0.147
C -2.28050 9.99834 16.48506 -0.063
C -2.36565 10.91247 15.38808 -0.082
C -3.27928 10.73976 14.33297 -0.092
C -3.91642 9.49575 14.21760 -0.101
H -3.13370 8.16137 17.12312 0.083
H -1.75035 10.12603 17.41729 0.089
H -1.92637 11.89639 15.46124 0.087
H -3.41358 11.51132 13.58930 0.099
H -4.50821 9.26181 13.34499 0.098
N -6.62388 10.03201 16.47689 -0.127
C -6.81779 10.61227 15.23751 -0.169
C -6.34542 11.95071 14.86549 -0.111
C -5.59534 12.67534 15.79988 -0.179
C -5.36476 12.05279 17.02636 -0.141
C -5.98604 10.85082 17.38716 -0.166
H -7.54128 10.14671 14.58466 0.071
H -6.61359 12.24881 13.86268 0.075
H -5.05281 13.58653 15.59538 0.072
H -4.97689 12.60147 17.87189 0.082
H -5.93608 10.49216 18.40464 0.077
N -8.51141 6.07418 17.23525 -0.050
C -8.45068 4.91408 16.44328 -0.077
C -9.27156 3.81862 16.69279 -0.088
C -10.19262 3.84667 17.76783 -0.081
C -10.20088 4.90714 18.67072 -0.060
C -9.40463 6.03287 18.31935 -0.080
H -7.90442 5.09248 15.52885 0.096
H -9.36522 3.02242 15.96913 0.103
H -10.92248 3.06568 17.92198 0.100
H -10.85922 5.09408 19.50622 0.104
H -9.45817 6.94261 18.89892 0.086
N -2.00683 3.60855 20.45026 0.071
C -2.42260 3.55124 19.19856 -0.187
C -1.62982 3.26717 18.10346 -0.047
C -0.29924 2.91849 18.40649 -0.102
C 0.11515 2.78375 19.69056 -0.100
C -0.78378 3.06177 20.71748 -0.117
H -3.47294 3.79478 19.13628 0.081
H -1.95737 3.27057 17.07434 0.106
H 0.40573 2.73357 17.60947 0.103
H 1.10730 2.40999 19.89634 0.099
H -0.44688 2.86312 21.72417 0.097
C -5.04195 8.11558 23.13557 -0.189
O -6.01046 9.12733 23.17031 -0.108
H -5.39030 7.13557 22.80948 0.043
H -4.39085 8.41573 22.31456 0.062
H -4.50641 8.00825 24.07885 0.075
H -5.69747 9.82393 22.58859 0.076
C -9.71976 9.69772 21.10908 -0.172
O -8.58654 9.00569 21.57318 -0.139
H -9.45912 10.66719 20.68449 0.070
H -10.06742 9.16084 20.22647 0.060
H -10.58329 9.84687 21.75729 0.071
H -8.10999 8.66425 20.81296 0.007
F -3.74819 0.53295 19.07257 0.063
C -5.03979 0.56493 18.68646 -0.277
C -5.76947 1.71897 18.62001 -0.014
C -7.13887 1.73672 18.22506 -0.040
C -7.78727 0.50616 17.84557 -0.078
C -7.08460 -0.68490 17.99757 -0.091
C -5.75052 -0.64280 18.45200 -0.018
H -5.32935 2.67152 18.87565 0.091
H -7.62336 2.69860 18.30525 0.069
H -8.80774 0.57215 17.49814 0.087
H -7.46672 -1.67293 17.78738 0.097
H -5.15939 -1.50881 18.71084 0.105
F 0.26106 10.43568 21.03218 0.059
C 0.04124 9.30103 20.34337 -0.279
C 1.05151 8.85062 19.50298 -0.030
C 0.89428 7.65654 18.82357 -0.098
C -0.21994 6.86770 18.98786 -0.077
C -1.25192 7.28250 19.86040 -0.061
C -1.10173 8.51673 20.46162 -0.024
H 1.93756 9.46437 19.43490 0.112
H 1.69937 7.43190 18.13964 0.102
H -0.20389 5.85985 18.60006 0.083
H -2.11517 6.67255 20.08213 0.091
H -1.91026 8.82439 21.10818 0.105
```


No. 2
Formula: C43H51HfN8OSi
Source: the Open Molecules 2025 dataset
Level of theory: ωB97M-V with the def2-TZVPD basis set

Calculated values
HOMO level, eV: -13.61
Max |F|, Eh/bohr: 0.026
Total charge: +3
Energy relative to the best compared isomer or geometry (same formula, charge and spin), kJ/mol: 14.5
Orbital gap, eV: 4.7

```
105
Properties=species:S:1:pos:R:3:lowdin_charge:R:1
Hf -0.22122 -0.09851 0.22704 1.803
N 0.87524 -2.26447 0.62694 -0.051
C 2.26178 -2.02854 1.08705 -0.205
C 2.98909 -1.36969 -0.05110 -0.161
N 2.26037 -0.15305 -0.52541 -0.109
C 2.96560 1.11704 -0.20197 -0.175
C 2.38425 1.72324 1.04479 -0.192
N 0.95324 2.00779 0.75266 -0.037
H 0.36055 -2.75957 1.35078 0.098
H 0.89167 -2.89917 -0.17027 0.118
H 2.76370 -2.95311 1.36998 0.142
H 2.22292 -1.38624 1.96750 0.111
H 3.05686 -2.06846 -0.88680 0.138
H 4.00846 -1.12082 0.23896 0.136
H 2.23150 -0.22214 -1.53566 0.088
H 2.82898 1.80727 -1.03813 0.128
H 4.03759 0.95858 -0.09377 0.137
H 2.92087 2.62622 1.33047 0.143
H 2.43775 1.02573 1.88078 0.113
H 0.92603 2.77314 0.08332 0.100
H 0.51106 2.37682 1.59414 0.091
C -0.37603 -0.15128 2.39768 -0.382
Si -1.90736 0.80683 2.97046 0.603
C -2.24052 2.00352 1.52786 -0.210
N -2.06633 1.44398 0.13038 -0.264
C -3.34707 0.76856 -0.31017 -0.176
C -4.52958 1.70801 -0.50690 -0.160
C -4.18620 2.80506 -1.50623 -0.168
C -2.93640 3.53482 -1.03227 -0.155
C -1.78305 2.55762 -0.84602 -0.190
C -3.28837 -0.40867 3.22315 -0.273
C -4.59426 -0.22370 2.76248 -0.096
C -5.58914 -1.15888 3.02779 -0.055
C -5.29163 -2.29418 3.76875 -0.057
C -4.00471 -2.48305 4.26398 -0.058
C -3.01606 -1.54460 3.99835 -0.110
C -1.58886 1.83369 4.46154 -0.266
C -2.61962 2.63853 4.96207 -0.085
C -2.43806 3.38630 6.11439 -0.053
C -1.22505 3.33400 6.79112 -0.048
C -0.19476 2.53492 6.31587 -0.062
C -0.37700 1.78833 5.15760 -0.099
H -0.43287 -1.15768 2.83298 0.016
H 0.50019 0.32343 2.86666 0.001
H -1.54366 2.83797 1.65231 0.090
H -3.22731 2.45860 1.62738 0.088
H -3.58291 -0.00170 0.41846 0.090
H -3.14329 0.29138 -1.26956 0.110
H -4.84954 2.15382 0.43745 0.108
H -5.36573 1.09842 -0.85524 0.134
H -5.01780 3.49761 -1.62616 0.128
H -3.99704 2.35823 -2.48903 0.123
H -3.13828 4.05970 -0.09505 0.124
H -2.61641 4.29039 -1.75130 0.131
H -0.90810 3.09852 -0.49544 0.093
H -1.54639 2.09896 -1.80910 0.108
H -4.86179 0.67466 2.21346 0.092
H -6.59930 -0.99049 2.67592 0.117
H -6.06757 -3.01713 3.98822 0.119
H -3.78121 -3.34684 4.87765 0.117
H -2.02781 -1.69017 4.42855 0.108
H -3.58269 2.67691 4.45863 0.108
H -3.24410 4.00222 6.49192 0.118
H -1.08742 3.91074 7.69668 0.120
H 0.74429 2.48495 6.85193 0.114
H 0.43477 1.15257 4.81811 0.085
C -7.52969 -5.26679 -10.48568 -0.037
O -7.70323 -5.49711 -9.08245 -0.042
C -6.85590 -4.91728 -8.23281 -0.266
C -7.05794 -5.19799 -6.87492 0.032
C -6.23424 -4.64784 -5.92829 -0.006
C -5.18297 -3.79794 -6.30299 -0.169
C -4.99206 -3.52390 -7.65467 -0.018
C -5.81285 -4.07117 -8.62102 0.008
C -4.33083 -3.23849 -5.27457 -0.210
N -4.44392 -3.46072 -3.96854 0.204
C -3.44665 -2.74970 -3.39946 -0.174
C -2.69804 -2.06226 -4.33417 -0.120
N -3.27941 -2.39036 -5.53418 0.199
C -1.63037 -1.20767 -3.97683 -0.045
C -0.85919 -0.43435 -4.87267 0.060
C 0.11178 0.40689 -4.39744 -0.003
C 0.32191 0.47915 -3.02115 -0.137
N -0.35949 -0.25304 -2.14695 -0.023
C -1.32042 -1.10481 -2.60453 -0.153
C -2.05195 -1.86474 -1.62633 -0.171
N -1.70962 -1.72431 -0.30831 -0.049
C -2.40781 -2.38627 0.61473 -0.099
C -3.48546 -3.21178 0.29954 0.017
C -3.85250 -3.34472 -1.01351 0.082
C -3.12995 -2.65908 -2.01059 -0.047
H -8.29981 -5.84753 -10.97801 0.102
H -6.54733 -5.60814 -10.81274 0.101
H -7.66098 -4.21013 -10.72020 0.101
H -7.87340 -5.85590 -6.60361 0.134
H -6.38745 -4.86527 -4.87914 0.117
H -4.19171 -2.86979 -7.98677 0.109
H -5.64508 -3.84262 -9.66176 0.112
H -2.99050 -2.10262 -6.45376 0.156
H -1.04166 -0.49691 -5.93873 0.137
H 0.70578 1.01715 -5.06367 0.131
H 1.04919 1.17892 -2.62187 0.108
H -2.12402 -2.24052 1.64942 0.094
H -4.01541 -3.71476 1.09714 0.128
H -4.69124 -3.96358 -1.31324 0.144
```


Q: The lowest total charge belongs to which entry?
A: C43H51F2FeN5O6Pt


Q: Which of these has the highest total charge?
A: C43H51HfN8OSi